Below is a molecular structure, C34H27BCo2F6O8S in a non-equilibrium geometry, with properties calculated with wB97M-V/def2-TZVPD.

For the largest force on an atom, the calculation gives 0.107 Eh/bohr. The calculated total energy comes out at -5701.4266 Eh. For the HOMO-LUMO gap, the calculation gives 3.080 eV. The value obtained for the energy above the lowest of the compared OMol25 structures with the same formula, charge and spin is 0.000 eV. Its HOMO energy is -6.311 eV.

The geometry in XYZ format:
```
79
C34H27BCo2F6O8S | OMol25 | wB97M-V/def2-TZVPD
C -4.167 5.153 -4.241
C -3.352 3.937 -4.017
C -2.829 3.057 -4.944
C -2.049 1.995 -4.371
C -1.931 2.104 -3.004
B -1.380 0.893 -2.027
C 0.231 1.213 -2.182
C 0.850 2.108 -1.328
C 2.214 2.333 -1.458
C 2.913 3.194 -0.451
F 4.008 3.827 -0.951
F 2.087 4.143 0.081
F 3.366 2.427 0.610
C 2.950 1.718 -2.466
C 2.289 0.867 -3.338
C 3.000 0.228 -4.494
F 2.954 -1.140 -4.408
F 2.397 0.569 -5.685
F 4.310 0.586 -4.589
C 0.932 0.579 -3.185
O -1.993 1.021 -0.743
C -3.008 0.016 -0.737
C -3.208 -0.468 0.683
C -4.300 0.621 -1.276
C -2.385 -1.114 -1.720
C -1.312 -1.966 -1.031
C -3.422 -1.996 -2.392
O -1.735 -0.334 -2.702
S -2.758 3.498 -2.415
H -4.503 5.224 -5.280
H -5.040 5.155 -3.581
H -3.565 6.044 -4.033
H -3.018 3.105 -6.007
H -1.605 1.193 -4.953
H 0.288 2.636 -0.567
H 4.000 1.943 -2.580
H 0.443 -0.116 -3.867
H -3.862 -1.344 0.687
H -2.264 -0.720 1.166
H -3.693 0.314 1.269
H -5.138 -0.065 -1.112
H -4.516 1.545 -0.727
H -4.229 0.858 -2.346
H -1.751 -2.722 -0.376
H -0.723 -2.468 -1.805
H -0.627 -1.347 -0.440
H -3.883 -2.670 -1.661
H -4.208 -1.390 -2.857
H -2.941 -2.603 -3.166
O 4.653 -0.908 1.566
C 3.679 -0.518 2.051
Co 2.182 0.042 2.767
C 2.519 1.681 3.363
O 2.766 2.722 3.790
C 1.091 0.364 1.446
O 0.312 0.534 0.603
C 1.639 -1.664 3.839
C 2.145 -2.981 3.510
C 1.721 -3.672 2.353
C 2.179 -4.962 2.095
C 3.083 -5.558 2.974
C 3.524 -4.868 4.109
C 3.066 -3.585 4.391
C 1.989 -0.669 4.770
C 2.953 -0.001 5.445
Co 0.255 -0.730 4.480
C -1.025 -1.535 3.582
O -1.869 -2.141 3.070
C 0.127 0.919 5.056
O -0.007 1.968 5.529
C -0.417 -1.264 6.000
O -1.009 -1.611 6.932
H 1.028 -3.157 1.683
H 1.838 -5.476 1.203
H 3.457 -6.555 2.757
H 4.235 -5.350 4.773
H 3.403 -3.061 5.289
H 2.638 0.659 6.251
H 4.009 -0.257 5.341
```

Population analysis type Löwdin, resulting atomic charges in e: -0.135 -0.582 -0.145 -0.131 -0.393 -0.940 -0.051 0.001 -0.118 -0.504 0.127 0.120 0.073 0.039 -0.105 -0.515 0.111 0.112 0.113 0.053 0.026 -0.463 -0.020 -0.025 -0.473 -0.009 -0.008 0.044 1.051 0.074 0.067 0.070 0.095 0.107 0.131 0.124 0.138 0.093 0.039 0.091 0.086 0.086 0.092 0.078 0.096 0.063 0.084 0.083 0.091 0.195 -0.051 0.199 -0.110 0.194 -0.025 0.181 -0.219 -0.230 -0.014 -0.055 -0.063 -0.066 -0.017 -0.423 0.104 0.207 -0.056 0.188 -0.105 0.205 -0.065 0.217 0.119 0.114 0.110 0.108 0.118 0.097 0.100

Below is a molecular structure, C34H27Co2NO8 in a non-equilibrium geometry, with properties calculated with wB97M-V/def2-TZVPD.

For the largest force on an atom, the calculation gives 0.119 Eh/bohr. The calculated total energy comes out at -4733.7201 Eh. As for the net charge: -2. For the HOMO-LUMO gap, the calculation gives 4.948 eV. The value obtained for the energy above the lowest of the compared OMol25 structures with the same formula, charge and spin is 5.773 eV. Its HOMO energy is -0.741 eV.

The geometry in XYZ format:
```
72
C34H27Co2NO8 | OMol25 | wB97M-V/def2-TZVPD
C 3.361 1.281 -3.707
C 3.133 -0.109 -3.160
C 2.415 -0.995 -4.159
C 4.435 -0.745 -2.715
O 2.301 -0.019 -1.925
C 1.113 0.705 -2.079
C -0.058 -0.016 -2.066
N -1.246 0.345 -2.334
C -2.297 -0.465 -2.393
C -3.622 0.055 -2.581
C -4.784 -0.721 -2.787
C -6.010 -0.095 -2.983
C -6.123 1.306 -2.959
C -4.982 2.070 -2.722
C -3.751 1.453 -2.530
C -1.972 -1.900 -2.282
C -2.930 -2.883 -2.525
C -2.479 -4.205 -2.697
C -1.122 -4.525 -2.638
C -0.167 -3.528 -2.292
C -0.658 -2.284 -1.990
O 1.059 1.906 -2.260
H 3.865 1.923 -2.971
H 3.980 1.246 -4.613
H 2.417 1.775 -3.958
H 2.212 -1.989 -3.736
H 1.452 -0.564 -4.468
H 3.031 -1.133 -5.059
H 4.250 -1.719 -2.248
H 5.109 -0.900 -3.573
H 4.949 -0.112 -1.981
H 0.197 -1.241 -1.788
H -4.675 -1.806 -2.767
H -6.900 -0.686 -3.169
H -7.079 1.786 -3.122
H -5.049 3.148 -2.704
H -2.862 2.039 -2.342
H -3.987 -2.612 -2.636
H -3.221 -4.970 -2.895
H -0.786 -5.540 -2.846
H 0.888 -3.856 -2.267
H -0.216 -1.724 -0.965
O 3.293 2.909 3.248
C 2.258 2.553 2.901
Co 0.633 1.931 2.480
C -0.294 3.296 1.740
O -0.894 4.175 1.322
C 0.835 0.475 1.429
O 0.977 -0.511 0.826
C 0.279 0.736 4.146
C 1.648 0.340 4.551
C 2.403 -0.528 3.729
C 3.751 -0.734 3.931
C 4.408 -0.093 4.974
C 3.696 0.748 5.819
C 2.336 0.932 5.643
C -0.274 2.045 4.291
C -0.011 2.968 5.255
Co -1.702 0.597 3.854
C -1.530 -0.944 2.927
O -1.344 -1.923 2.348
C -2.829 1.691 2.897
O -3.508 2.395 2.297
C -2.453 0.194 5.442
O -2.892 -0.058 6.475
H 1.905 -1.005 2.900
H 4.300 -1.391 3.270
H 5.467 -0.249 5.126
H 4.218 1.280 6.606
H 1.787 1.549 6.335
H -0.694 3.784 5.532
H 1.040 3.142 5.599
```

Population analysis type Löwdin, resulting atomic charges in e: -0.050 -0.586 -0.030 -0.043 -0.026 -0.520 -0.194 0.135 -0.206 -0.149 -0.040 -0.111 -0.139 -0.111 -0.032 -0.131 -0.040 -0.131 -0.137 -0.091 -0.140 0.054 0.096 0.080 0.078 0.081 0.097 0.082 0.085 0.083 0.086 0.056 0.037 0.083 0.074 0.086 0.104 0.043 0.075 0.076 0.100 0.175 0.094 -0.142 0.005 -0.137 0.099 -0.105 0.078 -0.199 -0.220 -0.062 -0.094 -0.126 -0.114 -0.064 -0.359 0.000 0.010 -0.141 0.100 -0.124 0.098 -0.153 0.064 0.085 0.096 0.082 0.091 0.082 0.041 0.057

Below is a molecular structure, C34H27I2MoN2OP2 in a non-equilibrium geometry, with properties calculated with wB97M-V/def2-TZVPD.

For the largest force on an atom, the calculation gives 0.105 Eh/bohr. The calculated total energy comes out at -2841.7124 Eh. As for the net charge: +3. For the HOMO-LUMO gap (alpha / beta), the calculation gives 5.140 / 5.910 eV. Its HOMO energy (alpha / beta) is -15.627 / -16.380 eV. Its spin multiplicity is 3.

The geometry in XYZ format:
```
69
C34H27I2MoN2OP2 | OMol25 | wB97M-V/def2-TZVPD
Mo 0.564 0.005 -1.257
I 6.292 2.300 -1.349
C 4.202 2.825 -1.744
C 4.016 4.003 -2.460
C 2.749 4.562 -2.696
I 2.533 6.253 -3.785
C 1.524 3.893 -2.404
C 0.329 4.152 -3.148
C -0.565 3.126 -3.470
C -0.287 1.877 -2.959
N 0.792 1.704 -2.116
C 1.696 2.662 -1.781
C 2.989 2.351 -1.080
O 3.011 1.944 0.123
H 4.868 4.617 -2.797
H 0.138 5.191 -3.471
H -1.411 3.241 -4.154
H -0.913 1.005 -3.245
C -1.384 -2.497 2.252
N -0.959 -1.705 1.086
P -0.093 -0.154 1.150
C 0.867 -0.338 2.671
C 2.235 -0.687 2.675
C 2.918 -0.933 3.854
C 2.246 -0.748 5.075
C 0.951 -0.264 5.091
C 0.271 -0.068 3.893
C -1.094 1.251 1.595
C -0.390 2.490 1.662
C -1.090 3.698 1.774
C -2.469 3.672 1.923
C -3.157 2.467 1.964
C -2.495 1.261 1.726
P -1.255 -1.949 -0.571
C -2.630 -2.906 -1.118
C -3.959 -2.444 -0.951
C -5.036 -3.107 -1.486
C -4.792 -4.338 -2.157
C -3.485 -4.797 -2.342
C -2.432 -4.084 -1.845
C 0.375 -2.564 -1.082
C 0.774 -1.957 -2.298
C 2.077 -1.343 -2.225
C 2.817 -1.485 -1.052
C 2.578 -2.621 -0.245
C 1.317 -3.181 -0.193
H -2.129 -3.202 1.921
H -1.749 -1.797 3.017
H -0.531 -3.057 2.629
H 2.741 -0.785 1.699
H 3.962 -1.259 3.803
H 2.803 -0.913 6.016
H 0.412 -0.105 6.034
H -0.767 0.224 3.989
H 0.682 2.452 1.543
H -0.520 4.651 1.751
H -3.002 4.648 2.009
H -4.224 2.502 2.212
H -3.047 0.334 1.717
H -4.160 -1.494 -0.443
H -6.022 -2.681 -1.324
H -5.626 -4.940 -2.473
H -3.345 -5.724 -2.902
H -1.438 -4.452 -2.041
H 0.143 -2.082 -3.179
H 2.524 -0.882 -3.108
H 3.612 -0.784 -0.799
H 3.377 -3.062 0.360
H 1.072 -3.971 0.534
```

Population analysis type Löwdin, resulting atomic charges in e: 1.237 0.959 -0.527 -0.193 -0.664 1.238 -0.207 0.016 0.017 -0.067 -0.134 -0.113 -0.362 0.032 0.105 0.070 0.146 0.139 -0.071 -0.456 0.940 -0.351 -0.087 -0.043 -0.031 -0.040 -0.093 -0.391 -0.083 -0.051 -0.052 -0.049 -0.075 1.009 -0.358 -0.088 -0.025 0.014 -0.039 -0.084 -0.399 -0.234 -0.200 -0.084 -0.024 -0.006 0.088 0.090 0.092 0.082 0.124 0.136 0.133 0.112 0.091 0.132 0.140 0.129 0.097 0.112 0.127 0.125 0.135 0.110 0.141 0.143 0.122 0.150 0.150